A molecular structure, C19H32CrN4S, computed with wB97M-V/def2-TZVPD.

Values from the calculation:
Charge: +2
Highest occupied orbital energy (alpha / beta) (eV): -14.2 / -15.2
LUMO (alpha / beta) (eV): -5.76 / -5.95
HOMO-LUMO gap (alpha / beta) (eV): 8.3902 / 9.2214
Multiplicity: 5

Each line ends with the Löwdin charge.
Positions of all 57 atoms, in Å:
Cr (-0.55666, -0.27206, -0.16484)  0.63
C (3.27240, -0.33637, 3.64159)  -0.04
C (2.90958, -0.23282, 2.15426)  -0.38
C (4.05450, 0.39166, 1.35812)  -0.05
C (1.60057, 0.51409, 2.00489)  -0.22
C (1.52420, 1.90219, 2.01271)  -0.02
C (0.30411, 2.56647, 1.96649)  -0.02
C (-0.90280, 1.87557, 1.96099)  -0.27
C (-2.22505, 2.59283, 2.04105)  -0.02
C (-0.84463, 0.47352, 1.98275)  -0.15
C (0.39405, -0.19648, 1.97104)  -0.12
H (4.19167, -0.90919, 3.76894)  0.09
H (2.48500, -0.82467, 4.21843)  0.09
H (3.43349, 0.65943, 4.06166)  0.09
H (2.74436, -1.25007, 1.78372)  0.13
H (4.39056, 1.32970, 1.80600)  0.09
H (3.77448, 0.60098, 0.32223)  0.06
H (4.91263, -0.28091, 1.34568)  0.10
H (2.43602, 2.48709, 2.06385)  0.13
H (0.29073, 3.65124, 1.97540)  0.13
H (-2.97019, 2.15577, 1.37089)  0.07
H (-2.12643, 3.64782, 1.78925)  0.09
H (-2.62677, 2.53422, 3.05496)  0.10
H (-1.73990, -0.07398, 2.25659)  0.12
H (0.43566, -1.26461, 2.17141)  0.13
C (-0.40756, -1.04984, -3.22068)  -0.15
C (-1.83856, -0.59996, -2.96289)  -0.15
N (-1.92509, 0.39863, -1.87340)  -0.13
C (-1.65169, 1.80611, -2.25017)  -0.22
C (-0.17675, 2.12504, -2.46208)  -0.36
S (0.92371, 1.42875, -1.17601)  1.00
C (2.04470, 0.35303, -2.13307)  -0.37
C (1.74290, -1.13782, -1.99823)  -0.22
N (0.28432, -1.39761, -1.95777)  -0.12
H (0.15512, -0.26141, -3.71228)  0.10
H (-0.40798, -1.89567, -3.90807)  0.14
H (-2.43874, -1.45754, -2.65599)  0.13
H (-2.27302, -0.21360, -3.88779)  0.14
H (-2.88460, 0.37874, -1.54440)  0.12
H (-2.03984, 2.42836, -1.44395)  0.12
H (-2.19364, 2.08352, -3.15790)  0.14
H (-0.04261, 3.20428, -2.42756)  0.10
H (0.19139, 1.79388, -3.42955)  0.08
H (3.05076, 0.55789, -1.77499)  0.08
H (2.00576, 0.70221, -3.16296)  0.09
H (2.17170, -1.51961, -1.07061)  0.12
H (2.22656, -1.66726, -2.82158)  0.14
H (0.15310, -2.38812, -1.78230)  0.11
N (-3.17332, -1.66405, 0.58762)  0.02
C (-3.83108, -2.83259, 0.65780)  -0.03
C (-2.93337, -3.82706, 0.34761)  -0.01
C (-1.73503, -3.15692, 0.10477)  -0.10
N (-1.87304, -1.83716, 0.25913)  -0.09
H (-3.52309, -0.75205, 0.83261)  0.16
H (-4.87474, -2.87360, 0.93009)  0.14
H (-3.11614, -4.88831, 0.31406)  0.12
H (-0.77168, -3.58170, -0.13754)  0.12


A single C19H32N2O5 molecule, computed with wB97M-V/def2-TZVPD.

Values from the calculation:
Charge: 0
Highest occupied orbital energy (eV): -9.4
SMILES: CCO[C@H]1CC[C@@H]1C(=O)N[C@@H]1C[C@H](C(=O)NC2(CCOC)CC2)C[C@H]1O
LUMO (eV): 0.76
HOMO-LUMO gap (eV): 10.1411
Multiplicity: 1

Each line ends with the Löwdin charge.
Positions of all 58 atoms, in Å:
C (0.64830, -2.00285, -0.97843)  -0.06
C (0.53206, -2.58436, -2.37512)  -0.25
O (-0.77482, -3.03035, -2.70075)  -0.09
C (-1.74189, -2.02552, -2.81972)  -0.31
C (-2.90649, -2.35219, -3.75888)  -0.09
C (-3.84159, -1.63900, -2.75949)  -0.11
C (-2.76910, -1.83695, -1.66544)  -0.15
C (-2.53700, -0.68774, -0.72000)  -0.45
O (-2.47747, 0.46576, -1.12503)  0.06
N (-2.35529, -1.02028, 0.57900)  0.13
C (-2.10428, -0.07313, 1.64589)  -0.25
C (-1.07683, 1.01357, 1.33281)  -0.08
C (-0.40268, 1.34243, 2.70257)  -0.19
C (1.10807, 1.18664, 2.56850)  -0.44
O (1.74471, 0.31590, 3.13156)  0.08
N (1.67758, 2.11064, 1.74036)  0.14
C (3.02230, 1.94740, 1.25757)  -0.45
C (3.24456, 0.83557, 0.25328)  -0.09
C (2.63562, 1.09372, -1.11433)  -0.22
O (1.28399, 1.48557, -0.97671)  -0.22
C (0.62398, 1.60752, -2.21979)  -0.09
C (3.81350, 3.21718, 1.11666)  -0.06
C (4.10427, 2.26028, 2.24164)  -0.06
C (-0.99804, 0.35890, 3.71646)  -0.08
C (-1.49624, -0.78684, 2.85031)  -0.35
O (-2.36777, -1.71614, 3.46675)  -0.01
H (1.69746, -1.82331, -0.73543)  0.07
H (0.12233, -1.05085, -0.89054)  0.05
H (0.24284, -2.69684, -0.24065)  0.09
H (0.86330, -1.85053, -3.12223)  0.11
H (1.16590, -3.46542, -2.47475)  0.12
H (-1.28739, -1.05817, -3.06513)  0.15
H (-2.85397, -1.98713, -4.78292)  0.11
H (-3.07348, -3.42980, -3.76330)  0.12
H (-3.94723, -0.57848, -2.98272)  0.11
H (-4.82022, -2.07695, -2.57693)  0.11
H (-2.89502, -2.79047, -1.14897)  0.15
H (-2.50630, -1.97698, 0.85701)  0.14
H (-3.04939, 0.39097, 1.96193)  0.17
H (-0.34136, 0.62832, 0.62544)  0.10
H (-1.53218, 1.88139, 0.86342)  0.12
H (-0.60265, 2.37569, 2.99008)  0.15
H (1.05015, 2.57621, 1.10204)  0.14
H (4.31766, 0.67876, 0.12120)  0.13
H (2.83712, -0.08688, 0.67657)  0.12
H (3.19013, 1.88839, -1.63469)  0.13
H (2.70125, 0.18920, -1.73387)  0.11
H (-0.42931, 1.79064, -2.01736)  0.08
H (1.04450, 2.42944, -2.81050)  0.09
H (0.71398, 0.68115, -2.80041)  0.08
H (4.51806, 3.27438, 0.29750)  0.10
H (3.31618, 4.14582, 1.35928)  0.10
H (3.78776, 2.53786, 3.23604)  0.11
H (5.00767, 1.66838, 2.19573)  0.11
H (-0.26884, 0.03555, 4.45539)  0.12
H (-1.84853, 0.81586, 4.23321)  0.13
H (-0.63967, -1.37405, 2.50532)  0.16
H (-3.07022, -1.22788, 3.91058)  0.09


A single C19H32N2O5 molecule, computed with wB97M-V/def2-TZVPD.

Values from the calculation:
Charge: 0
Highest occupied orbital energy (eV): -9.3
SMILES: CCO[C@H]1CC[C@@H]1C(=O)N[C@@H]1C[C@H](C(=O)NC2(CCOC)CC2)C[C@H]1O
LUMO (eV): 0.67
HOMO-LUMO gap (eV): 9.9221
Multiplicity: 1

Each line ends with the Löwdin charge.
Positions of all 58 atoms, in Å:
C (0.64781, -3.56108, -1.52620)  -0.08
C (0.72254, -4.14390, -2.92211)  -0.24
O (-0.56117, -4.28868, -3.52290)  -0.09
C (-1.10514, -3.12059, -4.07457)  -0.30
C (-1.70413, -3.25445, -5.48239)  -0.09
C (-2.86148, -2.33802, -5.02982)  -0.11
C (-2.50763, -2.66395, -3.56843)  -0.15
C (-2.51382, -1.53118, -2.57534)  -0.44
O (-2.50048, -0.35639, -2.91663)  0.06
N (-2.44239, -1.91044, -1.27625)  0.13
C (-2.23070, -0.99577, -0.17265)  -0.24
C (-1.20517, 0.11086, -0.44560)  -0.07
C (-0.41389, 0.30194, 0.88807)  -0.19
C (1.02738, -0.08034, 0.59730)  -0.45
O (1.48753, -1.17819, 0.84557)  0.09
N (1.73550, 0.88621, -0.06202)  0.14
C (2.90848, 0.56118, -0.83327)  -0.45
C (2.64576, -0.29367, -2.05411)  -0.08
C (1.77792, 0.40806, -3.08130)  -0.23
O (1.39143, -0.52395, -4.06920)  -0.20
C (0.49331, 0.04499, -5.00265)  -0.10
C (3.96807, 1.62495, -0.88425)  -0.06
C (4.17966, 0.37806, -0.06773)  -0.06
C (-1.07653, -0.63541, 1.89919)  -0.08
C (-1.66136, -1.74293, 1.03377)  -0.35
O (-2.58682, -2.60639, 1.66412)  0.00
H (1.63514, -3.51592, -1.06378)  0.08
H (0.24833, -2.54553, -1.54929)  0.05
H (0.00178, -4.17226, -0.89269)  0.08
H (1.36077, -3.52429, -3.56182)  0.12
H (1.14532, -5.14846, -2.89489)  0.12
H (-0.39224, -2.29277, -4.01094)  0.13
H (-1.09073, -2.94485, -6.32795)  0.10
H (-2.03759, -4.28131, -5.63400)  0.12
H (-2.66862, -1.28577, -5.23209)  0.11
H (-3.86523, -2.59251, -5.36247)  0.11
H (-3.04687, -3.53726, -3.19652)  0.16
H (-2.46617, -2.89442, -1.05998)  0.15
H (-3.18659, -0.54063, 0.12161)  0.16
H (-0.53856, -0.20701, -1.24841)  0.10
H (-1.68242, 1.02580, -0.78594)  0.12
H (-0.44748, 1.34215, 1.21628)  0.14
H (1.23105, 1.71855, -0.32302)  0.15
H (3.59508, -0.58062, -2.51134)  0.13
H (2.14945, -1.21360, -1.73787)  0.10
H (0.88013, 0.82862, -2.60683)  0.11
H (2.32187, 1.24397, -3.54439)  0.13
H (0.29128, -0.70850, -5.76260)  0.08
H (-0.44851, 0.33031, -4.51984)  0.08
H (0.93368, 0.92441, -5.48641)  0.09
H (4.51693, 1.73115, -1.80999)  0.10
H (3.78113, 2.54718, -0.35137)  0.10
H (4.11456, 0.46230, 1.00673)  0.11
H (4.87534, -0.36397, -0.43321)  0.11
H (-0.37972, -1.01994, 2.64095)  0.13
H (-1.88840, -0.11375, 2.41684)  0.13
H (-0.84638, -2.38607, 0.69458)  0.14
H (-3.31327, -2.07680, 2.01203)  0.09


Sequential ΔE to the lowest compared entry with this formula, charge and spin output: 6.89, 84.13, 85.74 kcal/mol
Sequential strongest force on any atom output: 1.03, 0.24, 0.06 eV Å⁻¹